1.
Computed, not measured: a structure of composition C38H29IN2PPdS3Te, with wB97M-V/def2-TZVPD.

```
76
Properties=species:S:1:pos:R:3:forces:R:3:mulliken_charge:R:1
Pd 1.33882 0.16394 -0.05348 -0.19 -0.14 -0.96 0.04
I 2.11345 1.21112 -2.62552 0.00 -0.11 0.38 0.06
C 0.40405 0.72070 -3.72517 -0.16 0.03 0.06 -0.02
C 0.68146 0.11554 -4.91679 -0.17 -0.04 -0.18 -0.64
C -0.32294 -0.01753 -5.90250 0.24 -0.08 0.04 -0.79
C -1.52857 0.57036 -5.69911 -0.15 0.10 0.03 -0.91
C -1.83215 1.21019 -4.46858 -0.04 -0.03 -0.03 0.63
C -3.07241 1.88212 -4.32574 0.00 -0.10 -0.15 -0.73
C -3.41219 2.48768 -3.15937 0.00 0.08 0.23 -1.10
C -2.57012 2.33242 -2.03840 -0.19 0.11 -0.11 -0.36
C -1.36877 1.67634 -2.11413 0.28 -0.09 -0.25 0.85
P -0.69537 1.16811 -0.50039 0.28 0.36 0.68 1.43
C -1.85223 -0.07355 0.12032 -0.05 -0.16 0.02 0.58
C -2.86048 -0.62835 -0.66059 -0.06 -0.07 0.03 -0.31
C -3.68414 -1.61526 -0.12813 0.05 -0.01 0.00 -0.84
C -3.50459 -2.04520 1.17905 0.02 -0.04 -0.01 -0.47
C -2.48235 -1.51083 1.95908 -0.02 0.03 -0.06 -0.85
C -1.65154 -0.53745 1.42854 -0.18 -0.06 -0.16 -0.68
C -0.90855 2.59804 0.60195 -0.21 0.13 -0.09 0.78
C -2.05304 2.78945 1.37589 0.04 -0.01 0.08 -0.10
C -2.17699 3.92353 2.17130 0.02 -0.04 -0.03 -0.80
C -1.16089 4.86949 2.19544 -0.01 -0.01 0.01 -0.53
C -0.01515 4.68096 1.43069 -0.01 -0.02 0.01 -0.65
C 0.11175 3.54851 0.64021 -0.12 0.08 0.01 -0.73
C -0.90382 1.19908 -3.39095 0.07 -0.08 0.01 0.37
H 1.68636 -0.22423 -5.13345 -0.06 0.01 0.01 0.44
H -0.09904 -0.52940 -6.83000 0.01 0.05 0.05 0.41
H -2.28420 0.56642 -6.47739 0.04 0.01 0.07 0.39
H -3.73919 1.91490 -5.18031 0.04 -0.01 0.03 0.41
H -4.34260 3.03325 -3.06536 0.05 -0.03 0.02 0.42
H -2.91163 2.70936 -1.08259 -0.01 -0.01 0.00 0.38
H -3.01192 -0.29115 -1.67992 -0.01 -0.04 0.06 0.25
H -4.46675 -2.04838 -0.74038 0.02 0.04 0.05 0.45
H -4.15679 -2.80368 1.59420 0.02 0.00 -0.02 0.46
H -2.33768 -1.85215 2.97826 -0.01 0.02 -0.06 0.50
H -0.85694 -0.12447 2.03346 0.10 0.09 0.08 0.47
H -2.84000 2.04230 1.37592 0.02 0.07 -0.02 0.41
H -3.06913 4.06791 2.77046 0.07 -0.02 -0.04 0.43
H -1.26080 5.75527 2.81215 0.01 -0.06 -0.04 0.41
H 0.77956 5.41759 1.45582 -0.04 -0.03 -0.03 0.45
H 0.99896 3.40393 0.03649 0.06 -0.02 -0.04 0.53
C 4.70246 0.64488 0.68982 0.12 0.09 0.16 -0.87
Te 2.98299 0.72568 1.95553 0.02 -0.12 0.44 -0.03
C 3.42695 2.79653 2.14013 0.10 0.02 0.07 -0.78
C 4.87703 2.92056 1.73412 -0.02 0.05 -0.05 0.36
C 5.59740 4.07258 2.03822 0.02 0.02 -0.01 -0.78
C 6.91181 4.20617 1.62468 0.03 -0.04 -0.02 -0.57
C 7.51952 3.18630 0.89992 -0.05 0.00 0.01 -0.56
C 6.81172 2.03300 0.60141 -0.01 -0.01 0.01 -0.72
C 5.48993 1.89168 1.02128 0.00 -0.04 -0.05 0.71
H 4.38677 0.62245 -0.34688 -0.05 0.00 -0.18 0.22
H 5.24645 -0.27273 0.89731 0.07 0.01 0.05 0.57
H 3.25997 3.08855 3.17401 0.02 0.02 0.03 0.59
H 2.76220 3.37598 1.50797 -0.02 0.05 -0.08 0.20
H 5.12572 4.86720 2.60551 0.01 -0.03 -0.02 0.45
H 7.46587 5.10227 1.87253 -0.01 -0.02 -0.01 0.40
H 8.54656 3.28810 0.57440 -0.01 0.00 0.02 0.41
H 7.28850 1.23172 0.04372 -0.05 0.08 0.07 0.44
S -0.59185 -4.19407 4.23653 -0.11 -0.03 0.13 -0.21
C -0.08068 -3.88367 2.72478 -0.15 -0.13 -0.37 -0.05
S 1.18807 -2.76080 2.35901 0.17 0.14 0.12 -0.06
C 0.90866 -2.96205 0.66369 -0.15 0.19 -0.61 0.23
N -0.03887 -3.84031 0.38786 0.19 0.03 0.32 -0.75
N -0.54880 -4.36853 1.49646 -0.23 -0.26 0.00 0.81
C -1.57117 -5.37790 1.29763 0.16 0.30 0.12 0.52
C -1.72347 -6.40827 2.20651 0.01 -0.24 0.12 -0.61
C -2.70974 -7.36066 1.98304 0.00 -0.03 0.02 -0.67
C -3.52619 -7.28746 0.86413 0.04 0.03 0.03 -0.47
C -3.34279 -6.25893 -0.05273 0.01 -0.01 0.02 -0.76
C -2.36467 -5.30184 0.15837 -0.01 0.11 -0.01 0.01
S 1.69296 -2.14173 -0.59501 0.13 -0.17 0.09 -0.13
H -1.08001 -6.48508 3.07131 -0.08 0.00 -0.10 0.37
H -2.82943 -8.16925 2.69380 0.00 0.04 -0.05 0.38
H -4.29653 -8.03177 0.70221 0.05 0.04 0.00 0.40
H -3.96285 -6.20074 -0.93909 0.04 0.00 0.04 0.38
H -2.20596 -4.50475 -0.55316 -0.02 0.02 0.01 0.53
```
Positions in Å, forces in eV/Å.

## Properties
spin multiplicity = 3
relative energy (zero: lowest compared OMol25 entry of this formula, charge and spin) = 17.7 kcal per mole
energy = -3804.25581 hartree
total charge = +1
frontier orbital gap (spin up / spin down) = 7.7 / 5.0 eV
HOMO energy (spin up / spin down) = -10.41 / -10.37 eV

***

2.
Computed, not measured: a structure of composition C38H29IN9O7ReS2, with wB97M-V/def2-TZVPD.

```
87
Properties=species:S:1:pos:R:3:forces:R:3:mulliken_charge:R:1
Re -0.61254 -1.87006 0.51645 -0.15 -0.05 -0.41 1.56
O -3.08948 0.12726 2.61465 0.10 0.22 -0.01 -0.60
S -2.35761 1.38010 3.01227 0.00 -0.04 0.07 1.26
O -3.25758 2.51909 3.31810 0.03 0.01 -0.06 -0.75
O -0.07254 1.38594 0.49377 0.10 0.11 -0.06 -0.58
C -1.82128 0.87022 4.70439 -0.12 0.00 -0.04 -0.50
C -2.22858 1.64359 5.77652 0.06 0.03 0.01 -0.57
C -1.93479 1.26219 7.07859 0.02 -0.01 0.01 -0.64
C -1.20983 0.10557 7.33087 -0.01 0.02 0.00 -0.65
C -0.78312 -0.68127 6.27629 0.11 0.06 -0.04 -0.82
C -1.09127 -0.28399 4.97558 0.07 -0.03 0.02 0.22
S -0.61147 -1.42838 3.74799 -0.04 -0.06 0.07 1.21
O 0.44511 -2.26554 4.22350 -0.08 0.00 -0.01 -0.71
O -1.87699 -2.34939 3.59859 0.06 -0.06 0.01 -0.30
O -0.33708 -0.77562 2.45834 0.02 -0.09 -0.26 -0.46
H -2.79721 2.53875 5.55822 -0.03 -0.01 0.00 0.54
H -2.27686 1.87053 7.90573 0.01 0.01 0.00 0.41
H -0.97395 -0.18462 8.34518 -0.01 -0.01 0.00 0.41
H -0.21183 -1.58219 6.44928 -0.01 0.00 0.01 0.47
C -2.60185 3.29230 0.23345 0.00 0.06 0.00 -0.98
N -2.33162 1.88432 -0.10545 0.09 -0.01 -0.11 1.13
C -1.28930 1.08818 0.11075 -0.15 -0.04 0.08 -0.24
N -1.64132 -0.18013 -0.15850 0.09 0.09 -0.07 0.24
C -2.96949 -0.07761 -0.51305 -0.06 -0.06 0.11 -0.53
N -3.40371 1.13437 -0.51165 -0.06 -0.01 -0.03 -1.18
C -1.36830 4.13160 0.43708 0.01 -0.04 -0.01 0.27
C -1.22964 4.88959 1.59677 0.01 -0.02 -0.01 -0.92
C -0.13169 5.72561 1.75454 0.00 -0.01 0.02 -0.82
C 0.86285 5.77636 0.79096 0.03 -0.02 -0.01 -0.92
C 0.74987 4.98620 -0.34793 -0.05 0.00 -0.02 0.67
C -0.38030 4.19561 -0.53857 0.01 0.00 0.01 0.14
C 1.83367 4.90608 -1.32340 0.04 0.03 0.00 0.48
N 2.80188 5.71079 -1.58233 -0.03 0.00 0.01 -0.55
N 3.58582 5.08281 -2.54529 0.02 -0.01 -0.01 -0.45
C 3.02806 3.94967 -2.78533 -0.02 0.01 -0.01 0.67
O 1.90007 3.76640 -2.05490 0.01 -0.01 0.02 -0.12
C 3.44097 2.84419 -3.64461 0.00 -0.02 -0.02 -0.18
C 4.45404 2.98883 -4.58519 0.00 0.00 0.01 -1.01
C 4.82333 1.89547 -5.35159 0.01 0.00 -0.01 -0.66
C 4.20045 0.66633 -5.17778 0.00 -0.01 0.00 -0.86
C 3.18938 0.52175 -4.23630 0.03 -0.01 0.02 1.19
C 2.49727 -0.80988 -4.05381 0.03 0.00 -0.05 -1.29
N 2.16223 -1.08548 -2.66021 0.01 0.07 0.05 1.15
C 1.03796 -0.84708 -1.99994 0.01 -0.07 -0.06 -0.68
N 1.18871 -1.20449 -0.72773 -0.27 -0.15 0.30 0.11
C 2.47709 -1.65482 -0.67813 0.10 0.12 0.02 -0.60
N 3.09552 -1.59094 -1.82555 0.01 0.03 0.02 -0.94
C 2.81291 1.61518 -3.47807 -0.03 0.02 0.01 -0.32
H -3.20720 3.28465 1.13982 -0.02 -0.01 0.03 0.53
H -3.20081 3.67716 -0.59176 0.00 -0.02 0.00 0.41
H 0.00457 2.33886 0.68641 -0.03 -0.04 0.06 0.43
H -3.58556 -0.93353 -0.72488 -0.01 0.01 -0.02 0.61
H -1.97919 4.81087 2.37355 -0.04 -0.02 0.02 0.55
H -0.03692 6.31863 2.65376 -0.01 0.02 0.00 0.43
H 1.73997 6.39582 0.92153 0.00 0.00 0.01 0.52
H -0.47770 3.61566 -1.44965 -0.01 0.01 0.00 0.53
H 4.94375 3.94597 -4.70141 0.00 0.00 -0.01 0.54
H 5.61213 1.99589 -6.08440 0.00 0.00 0.00 0.41
H 4.51147 -0.18230 -5.77493 0.00 -0.01 0.01 0.44
H 3.14424 -1.62180 -4.37878 -0.03 -0.02 -0.01 0.49
H 1.56982 -0.86100 -4.62617 -0.01 0.01 0.02 0.28
H 0.14157 -0.45293 -2.44956 -0.02 -0.04 -0.01 0.57
H 2.95470 -2.01115 0.21822 -0.03 -0.03 0.01 0.54
H 2.03719 1.52608 -2.72897 0.00 -0.01 0.01 0.82
I 0.89961 -3.86608 1.61190 0.10 -0.24 0.01 0.26
C 1.02264 -4.79500 -0.26928 0.01 0.06 0.09 0.75
C 1.89641 -5.82505 -0.44102 -0.01 0.00 -0.01 -0.65
C 1.91424 -6.49584 -1.68210 0.00 0.00 0.01 -0.72
C 1.04289 -6.12978 -2.66521 0.00 0.00 0.00 -0.90
C 0.12679 -5.06496 -2.47966 0.01 0.01 0.01 0.65
C -0.80515 -4.71963 -3.48838 0.00 -0.01 -0.01 -0.89
C -1.69928 -3.71188 -3.28476 -0.01 0.01 0.01 -1.14
C -1.67099 -2.97126 -2.08298 0.04 -0.02 -0.01 0.08
C -0.76527 -3.23231 -1.08169 0.06 0.20 0.22 0.22
C 0.12343 -4.33854 -1.25991 0.00 -0.03 -0.10 0.27
H 2.55775 -6.13958 0.35499 0.01 -0.01 0.00 0.44
H 2.60872 -7.31023 -1.83380 0.00 -0.01 0.00 0.42
H 1.03189 -6.65919 -3.60963 0.00 0.00 0.00 0.42
H -0.80755 -5.28606 -4.41115 0.00 0.00 0.00 0.43
H -2.43182 -3.46796 -4.04299 0.00 0.00 0.00 0.45
H -2.37989 -2.16265 -1.97307 -0.03 0.01 -0.03 0.10
C -4.12783 -2.63427 2.91095 -0.03 -0.01 0.01 -1.39
C -2.73057 -2.46339 2.44910 -0.25 0.00 -0.03 1.30
N -2.28390 -2.47930 1.28716 0.32 0.17 0.13 -0.49
H -4.17935 -3.38710 3.69655 0.00 -0.03 0.00 0.38
H -4.75570 -2.91531 2.07130 0.00 -0.02 0.00 0.33
H -4.45507 -1.67487 3.31833 0.04 -0.04 -0.03 0.32
```
Positions in Å, forces in eV/Å.

## Properties
spin multiplicity = 4
relative energy (zero: lowest compared OMol25 entry of this formula, charge and spin) = 48.5 kcal per mole
energy = -3657.07688 hartree
total charge = +1
frontier orbital gap (spin up / spin down) = 7.0 / 5.6 eV
HOMO energy (spin up / spin down) = -9.91 / -9.91 eV

***

3.
Computed, not measured: a structure of composition C38H29N9NaO6S, with wB97M-V/def2-TZVPD.

```
84
Properties=species:S:1:pos:R:3:forces:R:3:mulliken_charge:R:1
Na -0.20611 0.27998 -0.53076 1.31 -0.03 0.89 0.89
O -0.93963 1.45173 1.12823 0.16 0.42 0.40 -0.60
C -2.31688 1.69131 1.12412 -0.61 0.11 0.02 -0.85
C -3.07005 0.70842 0.21582 0.08 0.18 0.13 -1.04
N -2.62100 -0.65142 0.41177 0.45 0.41 -0.24 1.12
C -3.02073 -1.24687 1.66424 0.58 -0.36 0.85 -1.16
C -1.86824 -1.39471 2.75326 -1.67 -0.28 -1.19 0.66
O -1.88623 -2.44633 3.38473 0.14 -0.74 0.65 -0.79
O -1.09651 -0.42913 2.88882 0.96 1.11 0.22 -0.79
C -2.82139 -1.47952 -0.75194 0.06 -0.19 -0.66 -0.92
C -1.93506 -1.16503 -2.01374 -1.28 -0.91 0.67 0.49
O -1.89282 -2.07659 -2.84146 0.02 -0.50 -0.54 -0.79
O -1.39891 -0.04720 -2.08317 -0.11 0.96 -1.24 -0.66
H -0.86205 0.70471 1.78648 0.05 -0.20 0.29 0.44
H -2.48652 2.71027 0.75672 -0.08 0.01 0.07 0.50
H -2.70830 1.62577 2.15028 0.05 0.05 -0.11 0.37
H -2.84885 0.96271 -0.81831 -0.14 0.05 -0.04 0.43
H -4.15985 0.80930 0.39161 0.02 0.03 -0.02 0.41
H -3.40691 -2.25719 1.51025 -0.07 0.12 -0.03 0.42
H -3.80789 -0.64786 2.14368 -0.09 -0.04 -0.03 0.28
H -3.86489 -1.42278 -1.11897 0.01 -0.17 0.06 0.23
H -2.60973 -2.51887 -0.49834 -0.09 0.05 0.02 0.45
S 5.26683 5.83300 -2.73385 -0.93 -0.91 0.35 0.10
N 5.41828 4.37937 -2.00622 0.05 0.01 0.02 -0.73
C 4.20432 3.86352 -1.85317 0.54 0.99 -0.45 0.97
C 3.88984 2.60923 -1.24531 -0.54 -0.84 0.38 0.40
C 4.85864 1.74661 -0.72375 -0.15 0.01 -0.01 -0.61
C 4.44936 0.57198 -0.13639 0.02 0.16 -0.06 -1.21
C 3.07940 0.28888 -0.08431 0.55 -0.25 0.17 -0.17
N 2.16147 1.08119 -0.57924 -0.40 0.20 -0.15 0.14
C 2.52946 2.22389 -1.15597 1.34 -0.13 0.22 -0.39
C 1.48610 3.07209 -1.69069 -0.30 1.17 -0.62 -0.40
N 0.23287 2.63312 -1.60207 0.25 -0.43 0.16 0.28
C -0.73544 3.36813 -2.08198 -0.29 0.37 -0.24 -0.01
C -0.53537 4.61751 -2.68153 0.15 -0.01 0.06 -1.15
C 0.75076 5.09820 -2.78238 0.01 -0.17 0.08 -0.54
C 1.80070 4.31759 -2.28886 -0.92 -0.53 0.19 0.10
C 3.17273 4.71090 -2.36012 1.08 0.59 -0.19 0.98
N 3.64049 5.84075 -2.87730 -0.01 0.06 -0.03 -0.73
H 5.90064 2.02863 -0.79045 0.04 -0.02 0.01 0.51
H 5.16525 -0.11945 0.28322 -0.01 -0.05 0.03 0.50
H 2.70129 -0.61002 0.37844 -0.02 -0.19 0.04 0.50
H -1.72407 2.94392 -1.99789 -0.22 -0.06 -0.02 0.43
H -1.37492 5.18466 -3.05366 -0.07 0.02 -0.02 0.43
H 0.97574 6.05449 -3.23323 -0.02 0.04 -0.03 0.52
C 2.66157 -13.78879 -1.36989 0.02 -0.11 -0.19 -0.82
O 2.53741 -13.03520 -0.18999 -0.06 0.28 0.21 -0.47
C 2.24587 -11.70434 -0.30138 0.00 0.12 0.07 0.93
C 2.18442 -10.98431 0.89465 0.00 -0.19 -0.17 -0.56
C 1.89927 -9.63941 0.88602 -0.02 0.04 -0.16 -0.52
C 1.66667 -8.95985 -0.31492 0.11 -0.64 -0.25 0.38
C 1.73493 -9.68487 -1.50208 -0.04 0.26 0.35 -0.82
C 2.02061 -11.03976 -1.49957 0.06 -0.40 -0.10 -0.54
C 1.40705 -7.53634 -0.27806 -0.11 0.71 0.09 0.19
N 1.34672 -6.82331 0.82528 0.03 -0.53 0.09 -0.82
C 1.16511 -5.53351 0.43478 -0.10 0.11 -1.31 0.78
C 1.11688 -5.45835 -0.96017 -0.02 0.12 1.05 0.10
N 1.26069 -6.74827 -1.39447 0.03 -0.25 0.10 -0.09
C 1.02671 -4.23356 -1.67263 0.02 0.59 0.00 0.50
C 0.96310 -4.10302 -3.06654 0.02 0.23 0.06 -0.79
C 0.94312 -2.84450 -3.61562 0.12 -0.28 0.02 -1.06
C 1.00315 -1.73874 -2.76332 0.09 -0.19 -0.27 -0.16
N 1.05442 -1.83389 -1.45931 -0.02 0.34 0.03 0.10
C 1.04680 -3.04361 -0.89741 0.01 -0.80 -0.44 -0.17
C 1.08936 -3.11003 0.54847 0.09 -0.63 0.57 0.17
N 1.16705 -1.94991 1.20732 -0.01 0.34 -0.09 -0.13
C 1.20163 -1.96042 2.51684 0.07 0.02 0.20 -0.15
C 1.12256 -3.12861 3.28158 -0.02 -0.30 -0.10 -0.95
C 1.07779 -4.33566 2.62787 0.13 0.16 0.02 -0.56
C 1.09877 -4.35122 1.22810 -0.04 0.60 -0.08 0.50
H 2.93842 -14.79402 -1.05264 -0.01 0.08 -0.08 0.24
H 3.44368 -13.38421 -2.02252 -0.05 -0.05 0.03 0.33
H 1.71780 -13.83650 -1.92636 0.07 0.04 0.05 0.33
H 2.36948 -11.51009 1.81745 0.02 -0.06 0.14 0.41
H 1.85732 -9.07418 1.80255 -0.01 0.04 0.13 0.50
H 1.56823 -9.20305 -2.45492 -0.03 0.04 -0.08 0.24
H 2.06459 -11.56479 -2.44146 0.00 -0.05 -0.05 0.37
H 1.26974 -7.05354 -2.35147 0.02 0.00 0.08 0.19
H 0.91617 -4.98651 -3.69121 -0.01 0.00 -0.08 0.34
H 0.87071 -2.69812 -4.68185 -0.04 0.01 -0.07 0.42
H 0.99462 -0.73970 -3.16595 -0.10 0.20 -0.13 0.27
H 1.27711 -0.99208 2.98333 -0.06 0.06 0.21 0.35
H 1.08042 -3.07326 4.35816 -0.02 0.05 0.03 0.40
H 1.03143 -5.27498 3.15911 0.00 -0.05 0.07 0.53
```
Positions in Å, forces in eV/Å.

## Properties
relative energy (zero: lowest compared OMol25 entry of this formula, charge and spin) = 0.0 kcal per mole
energy = -2970.47328 hartree
total charge = -1
frontier orbital gap = 5.7 eV
HOMO energy = -4.46 eV